No. 1
C3H7NO2 | ωB97M-V/def2-TZVPD

Atoms and positions in Å:
N: -0.87 -1.17 -0.94
C: -1.00 0.06 -0.49
O: -2.25 0.35 -0.54
C: 0.05 0.99 0.03
C: 1.27 0.24 0.55
O: 0.95 -0.64 1.61
H: -2.16 -0.86 -1.03
H: 0.01 -1.61 -1.18
H: -0.40 1.59 0.83
H: 0.33 1.68 -0.78
H: 1.76 -0.30 -0.28
H: 2.00 0.94 0.95
H: 0.30 -1.27 1.27

Values from the calculation:
- calculated total energy (eV) = -8807.9887
- total charge = 0
- max |F| (eV/A) = 0.39
- highest occupied orbital energy (eV) = -10.16
- HOMO-LUMO gap (eV) = 10.93
- ΔE to the lowest compared entry with this formula, charge and spin (kJ/mol) = 245.1

=====

No. 2
C3H7NO2 | ωB97M-V/def2-TZVPD

Atoms and positions in Å:
H: 0.67 -2.44 0.52
N: 0.27 -1.52 0.53
C: -0.89 -1.49 1.04
O: -1.63 -0.38 1.13
H: -1.39 -2.36 1.44
H: -1.05 0.38 0.83
C: 0.09 1.60 -1.05
C: 1.09 0.64 -0.61
O: 0.10 1.26 0.32
H: 0.40 2.60 -1.31
H: -0.75 1.17 -1.58
H: 2.07 0.92 -0.25
H: 1.03 -0.37 -1.01

Values from the calculation:
- calculated total energy (eV) = -8807.3190
- total charge = 0
- max |F| (eV/A) = 1.06
- highest occupied orbital energy (eV) = -9.71
- HOMO-LUMO gap (eV) = 10.79
- SMILES = [H]/N=C/O.C1CO1
- ΔE to the lowest compared entry with this formula, charge and spin (kJ/mol) = 309.7

=====

No. 3
C3H7NO2 | ωB97M-V/def2-TZVPD

Atoms and positions in Å:
C: 0.93 1.73 0.14
C: 1.17 0.33 -0.09
O: 2.16 -0.29 -0.26
N: -0.08 -0.58 -0.05
C: -1.82 -0.82 -0.09
O: 0.29 -1.93 -0.35
H: 0.79 1.83 1.17
H: 1.83 2.31 -0.03
H: 0.14 2.23 -0.43
H: -2.14 -1.33 0.86
H: -2.06 -1.32 -0.98
H: -2.13 0.17 -0.06
H: 0.92 -2.32 0.19

Values from the calculation:
- calculated total energy (eV) = -8805.7679
- total charge = 0
- max |F| (eV/A) = 5.59
- highest occupied orbital energy (eV) = -8.44
- HOMO-LUMO gap (eV) = 9.35
- SMILES = CC(=O)N(C)O
- ΔE to the lowest compared entry with this formula, charge and spin (kJ/mol) = 459.4